Here is C40H37AsIrN7OS3Si as an isolated structure from the OMol25 dataset. Energies are from ωB97M-V/def2-TZVPD.

Geometry (Å):
H1 -3.365 -1.174 0.204
H2 1.074 -1.157 6.178
H3 1.913 1.060 -6.500
H4 1.073 0.343 5.252
C1 -1.947 -1.354 -2.006
C2 -0.974 2.148 -2.976
S1 0.113 -2.649 0.571
H5 -5.625 -1.585 1.661
H6 -4.818 -2.596 2.863
O1 1.901 1.462 0.600
N1 -3.004 1.045 3.508
C3 -4.180 -0.565 2.848
C4 -3.881 -3.197 -2.779
C5 2.858 -4.014 -2.098
C6 0.016 1.329 -3.713
N2 3.733 -3.951 -2.843
N3 1.793 -0.559 2.390
C7 1.117 3.657 0.022
H7 2.124 -3.812 4.574
H8 5.757 2.870 2.533
Si1 1.343 -1.632 3.806
H9 0.492 5.582 -0.668
N4 -2.711 -1.272 0.973
C8 0.849 -5.131 -1.144
C9 -2.298 0.572 2.481
C10 0.567 1.656 -4.945
H10 2.561 -1.053 -5.389
H11 3.960 -0.715 3.992
C11 1.486 0.802 -5.539
H12 -4.633 -3.916 -3.077
C12 4.962 1.051 3.373
H13 -1.142 3.811 -4.329
C13 -3.278 -0.962 -2.116
H14 -2.635 -2.241 1.260
H15 2.598 -0.435 5.676
C14 1.574 -0.623 5.364
S2 -0.822 1.202 1.936
C15 -1.475 3.374 -3.396
C16 3.934 0.147 3.342
H16 -2.256 -4.598 -2.920
H17 -6.027 -1.410 3.380
N5 -4.163 0.359 3.750
H18 3.440 -3.009 3.710
C17 1.062 4.692 -0.899
H19 3.937 3.145 0.895
C18 -1.583 -2.661 -2.312
C19 4.953 2.147 2.503
H20 -3.590 4.028 -0.828
N6 -3.059 -0.462 2.036
H21 3.076 1.490 -1.723
C20 1.300 -0.727 -3.691
C21 -0.481 -2.017 3.803
H22 -0.833 -2.591 2.949
C22 2.845 0.273 2.430
C23 -4.244 -1.886 -2.499
C24 0.396 0.136 -3.090
C25 1.851 -0.386 -4.919
H23 1.693 5.405 -2.819
C26 1.851 2.537 -0.313
H24 -0.651 -2.622 4.700
C27 1.742 -4.018 -1.207
H25 1.586 -1.657 -3.222
As1 -0.585 -0.095 -1.444
C28 -2.855 3.501 -1.423
H26 -5.276 -1.574 -2.594
C29 1.737 4.589 -2.109
H27 -1.068 -1.107 3.913
H28 -2.744 1.822 4.093
H29 5.784 0.915 4.062
H30 0.283 2.571 -5.449
C30 1.473 -2.905 -0.472
C31 -2.359 2.278 -0.992
S3 2.350 -1.403 -0.512
C32 2.465 3.448 -2.414
C33 2.363 -3.181 3.713
C34 -2.410 4.044 -2.622
Ir1 0.654 -0.404 0.679
C35 2.912 1.382 1.523
N7 0.080 -5.982 -1.052
H31 0.606 3.713 0.974
C36 -5.223 -1.601 2.675
H32 -2.799 4.997 -2.957
C37 -2.550 -3.581 -2.694
C38 3.932 2.307 1.580
C39 -1.424 1.608 -1.766
H33 -3.565 0.067 -1.935
C40 2.523 2.396 -1.509
H34 -2.700 1.858 -0.056
H35 2.109 -3.737 2.808
H36 2.985 3.366 -3.359
H37 -0.549 -2.976 -2.264

Values from the calculation:
- charge = +1
- energy relative to the best compared isomer or geometry (same formula, charge and spin) (kJ/mol) = 0.00
- LUMO (alpha / beta) (eV) = -2.6 / -4.8
- multiplicity = 2
- ⟨S²⟩ = 0.787
- HOMO-LUMO gap (alpha / beta) (Ha) = 0.2836 / 0.2026
- electronic energy (eV) = -158616.3538

Atomic partial charges in e from the Löwdin method, atoms 1 to 4: atom 1 (H): 0.084, atom 2 (H): 0.045, atom 3 (H): 0.111, atom 4 (H): 0.043

***

Here is C40H37GeIN4O2STc as an isolated structure from the OMol25 dataset. Energies are from ωB97M-V/def2-TZVPD.

Geometry (Å):
C1 2.216 3.178 1.517
C2 4.355 2.679 1.791
H1 -2.633 -2.905 0.667
H2 1.175 0.329 -6.877
C3 0.822 -2.334 3.846
C4 -0.631 -1.248 -3.016
H3 -4.846 4.062 4.737
H4 -2.359 5.679 -0.153
C5 0.585 -1.666 2.632
C6 2.038 1.244 -5.115
C7 -1.219 1.179 -0.203
C8 -0.678 3.696 -2.327
C9 -1.683 5.385 -0.949
C10 0.121 2.135 2.918
C11 -4.414 3.806 3.778
H5 -0.965 2.076 2.919
H6 -1.096 7.406 -1.365
C12 -5.023 2.857 2.971
H7 5.207 2.194 2.230
H8 1.627 5.445 0.129
C13 2.828 -0.785 2.772
C14 1.591 -0.815 2.087
H9 1.832 4.205 -1.126
C15 -0.972 6.365 -1.632
C16 -3.299 3.146 1.296
I1 0.726 2.750 4.868
H10 -1.377 -3.283 -1.344
C17 4.265 3.579 0.790
O1 1.261 0.634 -1.666
C18 0.322 -0.406 -5.065
C19 -1.873 -2.311 -1.276
Tc1 -0.118 -0.078 -0.329
C20 2.342 4.782 -0.356
N1 2.926 3.887 0.635
C21 1.167 0.379 -5.798
C22 -0.122 6.010 -2.670
C23 -5.043 2.778 -1.835
C24 -6.057 2.358 -2.681
C25 -2.710 4.112 2.114
N2 3.070 2.448 2.234
O2 1.471 -0.080 1.012
H11 3.139 5.373 -0.797
C26 2.006 -2.215 4.533
C27 -3.256 4.439 3.346
C28 0.281 -0.351 -3.651
C29 -3.893 0.702 -2.178
Ge1 -2.533 2.605 -0.414
S1 0.499 3.265 1.585
C30 -3.950 1.952 -1.573
C31 -4.469 2.532 1.740
H12 3.992 -1.397 4.447
C32 1.172 0.523 -2.955
H13 2.160 -2.736 5.466
H14 -3.037 0.068 -1.994
H15 2.729 1.963 -3.219
N3 -0.958 -1.263 -1.767
H16 -1.229 -2.810 2.401
H17 5.022 4.030 0.177
H18 3.645 -0.264 2.290
H19 -4.959 1.790 1.119
C33 -5.991 1.105 -3.276
H20 -1.828 4.648 1.781
H21 -6.900 3.007 -2.878
N4 -1.055 -1.494 0.853
H22 -4.852 -0.697 -3.496
H23 -6.783 0.778 -3.937
C34 0.021 4.672 -3.021
H24 -5.932 2.371 3.298
C35 -2.243 -2.009 0.176
H25 0.416 6.774 -3.214
H26 -3.004 -1.227 0.207
H27 -2.785 5.193 3.964
C36 -1.542 4.042 -1.287
H28 -0.548 2.654 -2.601
C37 -4.907 0.277 -3.026
H29 0.672 4.389 -3.839
C38 3.025 -1.451 3.962
H30 2.723 1.865 -5.679
H31 0.039 -2.972 4.238
H32 -2.776 -2.346 -1.889
H33 2.801 1.752 2.919
C39 2.046 1.310 -3.747
H34 0.525 1.148 2.716
C40 -0.639 -2.011 1.947
H35 -5.108 3.759 -1.377
H36 -1.103 -1.985 -3.672
H37 -0.351 -1.091 -5.568

Values from the calculation:
- charge = +1
- energy relative to the best compared isomer or geometry (same formula, charge and spin) (kJ/mol) = 16.65
- LUMO (eV) = -2.5
- multiplicity = 1
- HOMO-LUMO gap (Ha) = 0.2724
- electronic energy (eV) = -129781.5999

Atomic partial charges in e from the Löwdin method, atoms 1 to 4: atom 1 (C): -0.541, atom 2 (C): -0.026, atom 3 (H): 0.122, atom 4 (H): 0.104

***

Here is C40H38AsCsF6O2S5 as an isolated structure from the OMol25 dataset. Energies are from ωB97M-V/def2-TZVPD.

Geometry (Å):
C1 4.040 1.588 -0.368
H1 4.882 2.766 5.072
C2 1.208 -1.008 -4.498
H2 3.840 4.553 2.110
H3 -0.149 1.911 -3.447
C3 -2.387 -3.708 3.750
C4 -2.171 4.647 -0.411
C5 1.311 0.652 -6.249
F1 -6.343 0.298 -3.503
S1 -3.420 -2.557 2.784
H4 0.146 5.510 -2.710
C6 0.616 -0.075 -3.663
C7 2.955 -0.115 -1.686
H5 2.677 0.656 -7.900
C8 4.634 1.746 5.374
C9 -1.560 3.494 0.128
S2 -0.923 -4.527 1.451
C10 5.139 3.272 0.965
C11 -1.592 1.625 1.664
H6 -3.130 4.958 -0.018
F2 -4.711 -2.363 -1.865
S3 0.301 -0.373 1.696
C12 0.682 1.561 -5.399
H7 -0.461 -2.994 3.127
F3 -7.074 -1.689 -2.165
H8 3.084 -0.902 1.865
C13 3.848 0.277 3.491
S4 -3.432 -4.593 0.461
H9 -0.813 -6.964 1.315
C14 0.337 1.207 -4.109
C15 0.294 3.822 -1.420
C16 -4.906 -3.582 2.529
F4 -3.972 -0.406 -3.175
H10 1.700 2.123 -7.762
C17 3.557 1.196 4.492
H11 1.778 3.490 1.339
F5 -5.604 -2.003 -4.167
C18 0.286 1.889 0.134
H12 -2.042 6.233 -1.825
H13 6.041 3.758 1.311
F6 -5.401 -0.099 -1.220
H14 -5.569 -2.962 1.923
C19 2.734 3.132 0.985
C20 4.099 0.483 -1.251
H15 -4.200 -5.638 2.486
C21 -2.630 -6.225 0.338
C22 1.240 1.166 3.813
H16 6.170 1.866 -0.265
H17 3.004 -0.947 -2.376
H18 5.540 1.147 5.313
C23 1.555 0.258 2.811
H19 4.865 -0.069 3.362
H20 -2.059 1.034 2.440
C24 1.691 1.042 -7.643
O1 -0.963 0.175 -1.549
C25 -1.604 -6.231 1.463
Cs1 -3.028 -0.788 -0.796
H21 -5.515 -5.315 1.359
H22 0.219 1.504 3.932
C26 1.699 0.366 -1.267
H23 -2.923 -4.648 3.871
C27 1.560 -0.637 -5.786
C28 -0.323 4.938 -1.920
C29 2.778 2.049 0.078
H24 2.000 2.334 5.430
H25 2.032 -1.357 -6.441
H26 -2.238 -3.296 4.749
As1 -5.570 -1.040 -2.732
C30 3.888 3.725 1.416
C31 -4.616 -4.892 1.810
H27 5.064 0.127 -1.583
H28 1.395 -2.015 -4.147
O2 -0.776 -0.987 2.519
H29 -2.068 -6.411 2.432
C32 -2.177 2.753 1.159
C33 -0.308 3.071 -0.387
H30 -5.410 -3.778 3.474
C34 2.852 -0.194 2.651
C35 1.587 1.407 -0.383
C36 -0.999 -3.944 3.159
C37 5.213 2.223 0.090
C38 -1.567 5.353 -1.415
H31 -3.351 -7.040 0.381
H32 0.468 2.560 -5.755
H33 1.252 3.506 -1.812
H34 4.309 1.782 6.413
H35 -3.133 3.092 1.540
H36 0.979 0.630 -8.360
C39 -0.358 1.202 1.146
S5 0.288 -0.517 -1.961
H37 -2.150 -6.239 -0.640
H38 -0.450 -4.654 3.782
C40 2.239 1.626 4.647

Values from the calculation:
- charge = +1
- energy relative to the best compared isomer or geometry (same formula, charge and spin) (kJ/mol) = 111.84
- LUMO (alpha / beta) (eV) = -2.3 / -5.7
- multiplicity = 2
- ⟨S²⟩ = 0.756
- HOMO-LUMO gap (alpha / beta) (Ha) = 0.2959 / 0.1687
- electronic energy (eV) = -178056.3298

Atomic partial charges in e from the Löwdin method, atoms 1 to 4: atom 1 (C): -0.155, atom 2 (H): 0.087, atom 3 (C): -0.083, atom 4 (H): 0.111

***

Here is C40H38Cl2HgN7O5Si as an isolated structure from the OMol25 dataset. Energies are from ωB97M-V/def2-TZVPD.

Geometry (Å):
H1 -0.447 1.357 3.773
H2 -4.834 0.461 3.572
C1 -0.668 1.852 -3.302
C2 1.668 4.924 2.195
O1 3.488 4.160 -0.849
H3 3.586 3.502 -3.586
C3 0.155 1.237 4.666
O2 3.433 -2.370 -3.611
H4 0.014 2.061 5.355
C4 -0.918 4.118 2.793
C5 -3.359 -1.099 -2.131
H5 -0.569 3.480 -4.700
C6 -4.012 -2.121 -2.812
C7 0.942 5.600 3.169
C8 0.882 -4.081 3.414
H6 1.379 6.446 3.687
H7 -4.446 -4.270 -0.233
C9 -0.352 5.194 3.468
C10 -4.149 -3.372 -0.765
C11 -3.105 -1.218 -0.775
C12 -4.406 -3.258 -2.126
H8 3.844 -0.199 -4.318
N1 1.992 -3.608 -0.042
H9 -0.927 5.722 4.221
H10 -2.461 0.507 2.937
C13 -3.500 -2.356 -0.075
H11 -0.620 1.083 -4.065
H12 -4.902 -4.066 -2.650
C14 3.512 -3.558 -3.258
H13 2.942 -1.556 2.966
C15 2.979 -5.173 -1.202
Si1 -0.867 1.928 0.873
C16 -4.518 1.056 2.722
H14 -5.763 3.035 0.278
Hg1 0.174 -0.383 0.979
N2 2.371 -0.116 -2.087
H15 4.084 -5.738 -3.236
C17 -0.733 1.490 -1.963
C18 -5.036 2.497 0.877
C19 -5.455 1.753 1.972
H16 -3.038 -0.208 -2.656
H17 -3.575 -3.463 1.754
C20 -0.765 2.449 -0.948
H18 4.755 1.216 -4.860
C21 3.391 3.109 -1.467
C22 3.506 -6.520 -1.544
N3 0.912 -1.977 2.561
C23 -3.246 -2.470 1.410
Cl1 1.845 1.206 4.169
N4 2.715 1.989 -1.104
C24 1.108 3.838 1.538
O3 4.047 -4.492 -3.922
H19 -1.936 3.821 3.027
C25 2.172 -3.560 3.575
C26 0.134 -3.081 2.784
H20 -3.378 3.131 -0.318
H21 1.525 -3.069 0.679
C27 -1.241 -3.149 2.376
C28 2.339 -4.901 -0.010
H22 -0.716 4.562 -0.565
C29 2.138 -2.274 3.034
Cl2 -0.348 -0.260 5.476
H23 -4.200 -2.032 -3.875
H24 5.129 3.108 -2.789
H25 -0.611 5.215 -2.931
N5 -1.861 -2.220 1.757
N6 3.805 1.469 -3.040
C30 3.841 0.889 -4.364
H26 -1.758 -4.088 2.625
H27 2.130 -5.534 0.835
C31 2.963 -3.930 -1.898
H28 1.816 -0.394 -1.280
H29 -3.869 -1.725 1.917
H30 2.741 -0.888 -2.654
C32 -0.632 3.193 -3.657
H31 0.522 -5.058 3.704
N7 2.362 -3.000 -1.172
H32 3.028 -4.049 4.014
H33 -0.712 0.437 -1.700
O4 4.088 -6.652 -2.713
C33 -0.725 3.793 -1.329
C34 2.938 1.076 -2.057
C35 4.064 2.872 -2.826
C36 -0.199 3.419 1.820
H34 -6.506 1.708 2.232
H35 -2.593 -0.424 -0.248
H36 1.694 3.330 0.780
C37 -0.659 4.165 -2.665
O5 3.403 -7.448 -0.760
C38 -2.728 1.855 1.283
H37 2.670 5.232 1.923
H38 2.982 1.213 -4.968
C39 -3.174 1.100 2.372
C40 -3.689 2.549 0.543

Values from the calculation:
- charge = -2
- energy relative to the best compared isomer or geometry (same formula, charge and spin) (kJ/mol) = 14.60
- LUMO (alpha / beta) (eV) = 4.0 / 4.0
- multiplicity = 2
- ⟨S²⟩ = 0.757
- HOMO-LUMO gap (alpha / beta) (Ha) = 0.1655 / 0.2619
- electronic energy (eV) = -99867.4481

Atomic partial charges in e from the Löwdin method, atoms 1 to 4: atom 1 (H): -0.041, atom 2 (H): 0.097, atom 3 (C): -0.100, atom 4 (C): -0.083

***

Here is C40H38IrN5O4PS2Si as an isolated structure from the OMol25 dataset. Energies are from ωB97M-V/def2-TZVPD.

Geometry (Å):
C1 -2.411 0.060 6.107
C2 4.349 -0.723 -3.336
N1 -1.063 5.648 -2.668
C3 5.734 -0.648 -3.348
H1 -0.807 7.277 1.861
H2 -3.267 -1.452 4.842
C4 -1.102 3.450 2.336
S1 0.970 2.041 -3.973
C5 -0.445 -1.889 -6.429
H3 -2.349 6.354 3.557
C6 -1.751 5.688 2.948
H4 3.615 2.287 -4.699
C7 0.493 -2.351 -7.348
H5 1.142 0.335 3.427
C8 -1.690 3.196 -2.128
H6 0.175 -2.949 -8.193
H7 3.848 -1.595 -2.931
C9 -2.347 0.112 3.705
H8 6.323 -1.469 -2.960
H9 -2.581 3.920 3.825
H10 -3.662 3.328 -2.951
H11 3.029 -1.200 1.718
H12 -1.126 -5.091 0.709
H13 0.350 3.299 0.784
C10 -1.705 1.253 6.149
H14 1.432 1.937 2.837
H15 -4.150 0.915 -2.463
H16 0.628 -0.595 4.833
C11 -0.772 2.369 -1.496
N2 0.424 -2.920 3.345
C12 -0.884 6.206 1.999
C13 -1.866 4.314 3.115
C14 -0.135 -3.617 2.313
P1 1.766 0.239 -3.781
C15 -1.331 4.558 -2.423
H17 2.565 -2.409 -7.894
O1 -0.157 -5.564 3.575
N3 0.165 -1.474 1.735
Si1 2.093 0.855 0.607
C16 2.854 1.899 -0.732
H18 3.293 -1.026 -5.982
C17 4.218 1.467 -4.331
N4 -1.075 1.225 1.437
H19 2.358 3.008 1.819
C18 -2.931 2.691 -2.471
H20 0.201 2.737 -1.222
H21 3.131 -1.288 -0.044
C19 -2.725 -0.515 4.880
C20 6.362 0.484 -3.852
H22 6.095 2.428 -4.721
C21 2.245 -1.265 -6.108
H23 -0.756 2.803 5.013
C22 -0.880 -2.871 -0.035
C23 5.606 1.540 -4.340
H24 -2.713 -0.424 7.026
C24 1.308 -0.794 -5.196
C25 1.833 -2.044 -7.184
C26 -0.124 5.348 1.212
C27 2.265 1.968 2.140
H25 0.549 5.748 0.465
O2 -1.318 -3.966 -0.401
C28 -2.241 0.591 -1.577
C29 3.586 0.333 -3.834
H26 7.443 0.543 -3.863
C30 -1.328 1.885 4.971
H27 2.182 2.637 -1.178
C31 -3.201 1.359 -2.200
C32 3.223 -0.617 0.813
C33 -1.242 1.964 2.449
C34 1.183 -0.634 3.894
H28 0.632 -3.350 4.235
O3 -0.881 -1.788 -0.697
C35 -0.295 -2.716 1.312
H29 2.224 -0.877 4.112
C36 -0.429 -5.066 2.508
H30 3.173 1.699 2.689
N5 -1.048 1.099 -1.214
H31 -2.589 -0.325 2.743
C37 -0.040 -1.114 -5.357
H32 -2.392 -0.460 -1.377
S2 1.198 -0.845 -2.151
H33 3.705 2.436 -0.296
Ir1 -0.120 0.068 0.293
H34 -0.760 -0.756 -4.631
H35 -1.444 1.696 7.102
C38 -0.238 3.980 1.380
H36 3.218 1.269 -1.540
H37 4.251 -0.245 0.853
H38 -1.492 -2.136 -6.553
O4 -0.971 -5.704 1.504
C39 -1.660 1.326 3.739
C40 0.593 -1.639 2.987

Values from the calculation:
- energy relative to the best compared isomer or geometry (same formula, charge and spin) (kJ/mol) = 0.00
- LUMO (alpha / beta) (eV) = -1.3 / -1.1
- multiplicity = 2
- ⟨S²⟩ = 0.770
- HOMO-LUMO gap (alpha / beta) (Ha) = 0.2332 / 0.2406
- electronic energy (eV) = -99416.5505

Atomic partial charges in e from the Löwdin method, atoms 1 to 4: atom 1 (C): -0.080, atom 2 (C): -0.115, atom 3 (N): 0.181, atom 4 (C): -0.080